Entry 1:
ORCA calculation (ωB97M-V with the def2-TZVPD basis set) on a structure of composition C35H40AsGe2NNi in a non-equilibrium geometry.

```
! wB97M-V def2-TZVPD RIJCOSX def2/J DEFGRID3
* xyz 1 4
Ni 0.06973 0.24169 0.02947
C -0.12403 -3.95890 0.88004
C 1.19513 -4.32102 0.63981
C 2.11247 -3.36309 0.24485
C 1.70004 -2.04705 0.08372
N 0.41807 -1.71621 0.31404
C -0.47029 -2.63689 0.70704
C 2.57190 -0.91117 -0.31484
C 3.93425 -1.05689 -0.56084
C 4.69691 0.04995 -0.90662
C 4.10394 1.30361 -0.99810
C 2.74247 1.44644 -0.75014
C 1.96908 0.34383 -0.41511
H -0.86426 -4.67835 1.19912
H 1.50947 -5.34931 0.76518
H 3.14248 -3.63468 0.06383
H -1.47674 -2.28361 0.90046
H 4.41520 -2.02521 -0.48530
H 5.75480 -0.06576 -1.10083
H 4.70216 2.16833 -1.25796
H 2.29621 2.43366 -0.80936
C -2.91338 0.98058 -2.32876
As -1.08465 0.45011 -2.02800
C -0.97213 -1.14299 -3.11203
C -0.12955 1.82796 -3.03105
C -0.47002 1.84266 -4.49339
C 0.16904 0.97972 -5.38159
C -0.13744 1.00343 -6.73465
C -1.08765 1.89475 -7.21788
C -1.72820 2.75882 -6.34224
C -1.42159 2.72976 -4.98758
H -3.06046 1.02966 -3.40695
H -3.10362 1.95706 -1.88782
H -3.58975 0.24578 -1.89720
H -1.27970 -0.90484 -4.12847
H -1.63540 -1.89586 -2.68932
H 0.04724 -1.52537 -3.11275
H 0.93133 1.66703 -2.84900
H -0.41538 2.76348 -2.54719
H 0.92871 0.29801 -5.01333
H 0.37206 0.33199 -7.41427
H -1.31995 1.92118 -8.27458
H -2.46125 3.46361 -6.71335
H -1.91820 3.41461 -4.30831
C 1.80737 -0.75740 3.76904
Ge 1.33204 1.12814 3.62483
C 0.85314 1.90857 5.33303
C 2.83426 2.07966 2.84369
Ge -0.57337 1.16814 2.08423
C -2.06631 0.11382 2.76861
C -3.17902 -0.17233 1.96646
C -4.22221 -0.95565 2.44431
C -4.16154 -1.47751 3.73061
C -3.05886 -1.21808 4.53183
C -2.01454 -0.43614 4.05081
C -1.16168 2.97661 1.63877
C -2.23169 3.19489 0.76060
C -2.62039 4.48180 0.41192
C -1.93670 5.57476 0.93138
C -0.87131 5.37711 1.79804
C -0.47988 4.08769 2.14070
H 2.70744 -0.87159 4.37620
H 2.01506 -1.14055 2.76807
H 1.00764 -1.34967 4.21530
H 1.74101 1.84759 5.96588
H 0.03633 1.37496 5.81688
H 0.57175 2.95529 5.21977
H 3.63389 2.12000 3.58662
H 2.58027 3.09929 2.55468
H 3.19603 1.54323 1.96608
H -3.24021 0.22020 0.95774
H -5.08087 -1.15970 1.81671
H -4.97190 -2.08827 4.10639
H -3.00868 -1.62812 5.53270
H -1.16056 -0.24930 4.69025
H -2.78560 2.35345 0.36214
H -3.45729 4.63604 -0.25821
H -2.23576 6.57952 0.66214
H -0.34132 6.22837 2.20616
H 0.35727 3.95426 2.81559
*
```

Summary:
**Electronic energy**: -9310.1316 hartree
**Frontier orbital gap (alpha / beta)**: 7.74 / 6.69 eV

=====

Entry 2:
ORCA calculation (ωB97M-V with the def2-TZVPD basis set) on a structure of composition C35H40BN15O4W in a non-equilibrium geometry.

```
! wB97M-V def2-TZVPD RIJCOSX def2/J DEFGRID3
* xyz 2 1
W -0.07457 0.11727 0.10237
C 0.52633 -1.54449 -3.93562
C 1.66007 -0.56691 -3.60822
C 2.69501 -0.53329 -4.73558
C 2.28277 -0.87816 -2.27684
C 3.59521 -1.33890 -2.15396
C 3.81761 -1.48490 -0.80743
N 2.70993 -1.11885 -0.14975
N 1.72978 -0.75686 -1.03593
B 2.55646 -1.25101 1.36703
N 2.30319 0.10857 2.03994
C 3.05043 0.66023 3.00488
C 2.46671 1.84896 3.38683
C 1.31861 1.96715 2.60109
N 1.21426 0.88909 1.78751
C 0.37137 3.12319 2.60917
C 1.13040 4.45272 2.67012
C -0.58232 3.03489 3.80633
N 1.37769 -2.16921 1.67500
C 1.47529 -3.27240 2.42360
C 0.21764 -3.79247 2.58154
C -0.65295 -2.94623 1.88061
N 0.07612 -1.93611 1.31606
C -2.11304 -3.35341 1.92112
C -3.21080 -2.39681 1.45591
C -2.27389 -4.70639 1.20388
H 0.30966 -1.50551 -4.99876
H 0.80541 -2.56202 -3.67200
H -0.37773 -1.25865 -3.40370
H 1.23022 0.43306 -3.56866
H 3.11324 -1.51778 -4.91960
H 2.20743 -0.20009 -5.64844
H 3.49933 0.16463 -4.51409
H 4.28640 -1.54049 -2.94443
H 4.69045 -1.83522 -0.29420
H 3.54594 -1.71059 1.80676
H 3.94430 0.19466 3.36983
H 2.82053 2.53368 4.12984
H -0.21716 3.08436 1.68608
H 1.66860 4.54503 3.60841
H 1.83649 4.55759 1.85094
H 0.42764 5.27874 2.61657
H -0.03571 3.08635 4.74437
H -1.27956 3.86784 3.77819
H -1.15259 2.11055 3.79277
H 2.41691 -3.61861 2.79990
H -0.05435 -4.66702 3.13618
H -2.29432 -3.56076 2.98407
H -2.90782 -1.78671 0.61393
H -4.08079 -2.97895 1.16142
H -3.54429 -1.74664 2.25563
H -2.13099 -4.60131 0.13194
H -1.55930 -5.43511 1.56964
H -3.27267 -5.09126 1.39387
N -2.81440 3.72674 -0.67192
C -1.53439 3.36444 -0.78318
N -1.31967 2.26600 -0.06495
C -2.56001 2.00814 0.49388
N -3.46977 2.88726 0.12683
C -2.64577 1.01271 1.51554
C -3.71791 0.96182 2.41338
N -3.63826 0.34570 3.56704
C -2.44757 -0.19465 3.86709
C -1.39762 -0.23832 2.98242
N -1.47445 0.29082 1.71785
H -3.30870 4.49403 -1.11133
H -0.81346 3.91274 -1.35773
H -4.63551 1.48253 2.18282
H -2.35973 -0.61096 4.85723
H -0.46063 -0.69048 3.28645
O 1.60858 3.73155 -4.58836
C 2.50099 3.92451 -3.64220
O 3.45487 4.63598 -3.76754
C 2.30960 3.18052 -2.34005
C 3.23420 3.22803 -1.30681
N 2.77285 2.46142 -0.31261
N 1.59383 1.89709 -0.61872
C 1.30399 2.31939 -1.85741
C 0.07274 1.75726 -2.49104
O -0.40458 2.22954 -3.51014
O -0.40705 0.75462 -1.82651
H 0.82444 3.18069 -4.36544
H 4.16517 3.75938 -1.26508
H 3.22596 2.29804 0.57684
N -4.34760 -4.89192 -3.62533
C -3.70957 -4.07219 -3.14376
C -2.91312 -3.10804 -2.48266
C -3.36795 -1.80628 -2.22019
C -2.58074 -0.95653 -1.47648
N -1.37024 -1.30343 -0.96081
C -0.91281 -2.53468 -1.29555
C -1.63427 -3.45159 -2.02157
H -4.32074 -1.47681 -2.60603
H -2.92783 0.05310 -1.26675
H 0.07747 -2.80634 -0.94741
H -1.21294 -4.41725 -2.25592
*
```

Summary:
**Electronic energy**: -2571.6020 hartree
**Frontier orbital gap (alpha / beta)**: 6.99 / 6.90 eV

=====

Entry 3:
ORCA calculation (ωB97M-V with the def2-TZVPD basis set) on a structure of composition C35H40FIrN4PSi in a non-equilibrium geometry.

```
! wB97M-V def2-TZVPD RIJCOSX def2/J DEFGRID3
* xyz 1 1
Ir 0.13674 -0.64491 0.01760
N -0.05343 -1.96192 2.86170
P 0.65761 -0.53645 2.24931
C -0.07165 0.85621 3.12414
C 0.22940 1.03635 4.47632
C -0.32515 2.09350 5.17746
C -1.17194 2.98473 4.52928
C -1.46168 2.82004 3.18302
C -0.91435 1.75751 2.48026
C 2.35768 -0.63824 2.79864
C 3.15186 0.49326 2.90669
C 4.53055 0.31847 2.94171
C 5.08263 -0.90562 2.63259
C 4.27753 -2.02584 2.25274
C 2.94737 -1.89697 2.67942
C -0.72003 -2.77089 1.99020
C -1.37086 -3.94420 2.38932
C -2.00409 -4.70713 1.44029
C -1.99672 -4.30518 0.10264
C -1.34328 -3.14811 -0.22074
N -0.70448 -2.39194 0.70008
H -0.11899 -2.16694 3.84743
H 0.91038 0.35637 4.97551
H -0.09103 2.22908 6.22464
H -1.59872 3.81540 5.07544
H -2.10872 3.52297 2.67527
H -1.13136 1.64652 1.42590
H 2.71454 1.48050 2.98601
H 5.17041 1.15955 3.17536
H 6.16024 -1.01405 2.60471
H 4.72680 -2.97437 2.53088
H 2.32105 -2.78002 2.68589
H -1.36322 -4.23009 3.43178
H -2.51028 -5.61733 1.73287
H -2.48968 -4.87946 -0.66672
H -1.28752 -2.77943 -1.23653
C 2.17994 1.15868 -3.65682
Si 0.68261 0.11559 -3.25982
C -0.65046 0.46902 -4.52511
C 1.12595 -1.69319 -3.38158
N -0.03200 0.40454 -1.63347
C -1.08026 1.35576 -1.56029
C -1.05835 2.58771 -2.21634
C -2.11708 3.47726 -2.11173
C -3.23048 3.17291 -1.34172
C -3.27595 1.96674 -0.65493
C -2.20771 1.11591 -0.78605
F -2.21056 -0.06008 -0.05319
H 2.36878 1.07984 -4.73104
H 3.07034 0.80986 -3.13668
H 2.03747 2.21700 -3.42930
H -0.43224 -0.13134 -5.41246
H -0.68800 1.51149 -4.84066
H -1.64564 0.18781 -4.17455
H 1.81213 -1.83168 -4.22206
H 0.24897 -2.31656 -3.57223
H 1.63366 -2.05051 -2.48917
H -0.19185 2.84636 -2.81090
H -2.06770 4.42184 -2.63623
H -4.05302 3.86956 -1.26388
H -4.11329 1.68637 -0.03031
C 3.25930 -4.62336 -1.88415
N 2.90607 -4.68689 -0.47169
C 2.22781 -5.93904 -0.18308
C 2.06111 -3.56472 -0.09204
C 2.77333 -2.24210 -0.12344
C 4.15127 -2.22903 0.22585
C 4.90005 -1.18106 -0.36697
C 4.27612 -0.01420 -0.73650
C 2.90099 0.09895 -0.57363
C 2.11874 -1.01941 -0.29980
H 3.93479 -5.44301 -2.12634
H 3.75934 -3.68149 -2.10771
H 2.36946 -4.69992 -2.53030
H 2.87271 -6.77561 -0.44900
H 1.28449 -6.03898 -0.74656
H 2.00312 -6.00464 0.88259
H 1.68816 -3.78450 0.91981
H 1.16796 -3.52257 -0.73875
H 4.60688 -3.20418 0.07944
H 5.97799 -1.27741 -0.42238
H 4.84274 0.82567 -1.11992
H 2.43117 1.06291 -0.72087
*
```

Summary:
**Electronic energy**: -2411.5647 hartree
**Frontier orbital gap**: 6.76 eV

=====

Entry 4:
ORCA calculation (ωB97M-V with the def2-TZVPD basis set) on a structure of composition C35H41AsCrSSi.

```
! wB97M-V def2-TZVPD RIJCOSX def2/J DEFGRID3
* xyz 1 4
Cr 0.15770 0.71775 -1.27474
C -1.06849 3.72809 0.34926
C -1.12728 2.78728 -0.81841
C -0.29095 3.01641 -1.93867
C 0.71270 4.13622 -1.88027
C -0.44674 2.22282 -3.09313
C 0.41271 2.46012 -4.30518
C -1.46084 1.22281 -3.13440
C -1.75889 0.51017 -4.42327
C -2.21907 0.93168 -1.98606
C -3.20507 -0.20887 -2.01145
C -2.06635 1.73315 -0.83031
C -2.96123 1.56366 0.36684
H -1.70848 4.59034 0.13664
H -0.05746 4.08350 0.52245
H -1.41198 3.26345 1.26690
H 1.51347 3.89275 -1.17832
H 0.23540 5.05045 -1.52926
H 1.15144 4.34846 -2.84851
H 0.01371 3.29070 -4.89271
H 0.45644 1.58101 -4.93970
H 1.43411 2.70364 -4.02336
H -1.13753 -0.38303 -4.53244
H -1.56650 1.15678 -5.27529
H -2.80379 0.21458 -4.46425
H -4.19005 0.13370 -2.33829
H -3.31523 -0.66273 -1.03029
H -2.87801 -0.98974 -2.69347
H -3.48891 2.49871 0.56020
H -2.37218 1.32582 1.25421
H -3.70314 0.78606 0.22628
S 1.36280 -0.29520 -2.94386
C 1.71264 -2.00134 -2.63302
C 2.42641 -2.72460 -3.58509
C 2.69958 -4.06560 -3.37003
C 2.28172 -4.70347 -2.20809
C 1.58360 -3.98790 -1.25064
C 1.28374 -2.64863 -1.47195
As 0.44896 -1.51177 -0.17685
C 1.53425 -1.82859 1.38175
C 2.85568 -1.39426 1.32406
C 3.73381 -1.72887 2.34034
C 3.29093 -2.48312 3.42051
C 1.97087 -2.90191 3.48297
C 1.08875 -2.58347 2.45772
C -1.28827 -2.22173 0.23523
C -1.95226 -1.71065 1.35042
C -3.24201 -2.13341 1.63441
C -3.86799 -3.05871 0.80735
C -3.20226 -3.57197 -0.29687
C -1.90943 -3.15585 -0.58460
H 2.76945 -2.23326 -4.48587
H 3.25535 -4.61962 -4.11498
H 2.50937 -5.74846 -2.04913
H 1.27277 -4.46468 -0.32751
H 3.19698 -0.79857 0.48473
H 4.76238 -1.39703 2.29374
H 3.97816 -2.74202 4.21507
H 1.62440 -3.49002 4.32233
H 0.06624 -2.93674 2.50159
H -1.45642 -0.98999 1.99367
H -3.75845 -1.74448 2.50256
H -4.87391 -3.38839 1.03069
H -3.68711 -4.30120 -0.93220
H -1.38401 -3.56003 -1.44226
C 2.85269 1.42583 4.07523
Si 1.20566 2.05710 3.45025
C 1.09208 3.92671 3.60038
C -0.20636 1.21128 4.36295
C 0.99166 1.60749 1.66486
C 0.83545 1.26160 0.50446
H 2.98153 1.71024 5.12198
H 3.69162 1.83432 3.51016
H 2.89955 0.33852 4.01250
H 1.19980 4.25597 4.63506
H 0.13128 4.29608 3.23595
H 1.88194 4.40488 3.01781
H -0.19464 1.45116 5.42759
H -0.11996 0.12583 4.26713
H -1.17856 1.51274 3.96652
*
```

Summary:
**Electronic energy**: -5326.0339 hartree
**Frontier orbital gap (alpha / beta)**: 7.10 / 7.53 eV

=====

Entry 5:
ORCA calculation (ωB97M-V with the def2-TZVPD basis set) on a structure of composition C35H41AsN2O3SSe2Sn.

```
! wB97M-V def2-TZVPD RIJCOSX def2/J DEFGRID3
* xyz 2 1
Sn -0.53663 -1.99484 0.25680
C 1.48997 -4.89397 -1.07388
Se 1.96035 -3.02426 -0.80009
C 2.91611 -3.18883 0.91482
C 2.20081 -2.56487 2.10063
Se 0.48408 -3.46427 2.37035
C -0.30710 -2.27174 3.68924
H 0.89071 -5.25377 -0.24192
H 2.41363 -5.45615 -1.17848
H 0.91071 -4.93495 -1.99339
H 3.88908 -2.72123 0.77544
H 3.07739 -4.25605 1.06095
H 2.00762 -1.49884 1.95042
H 2.79633 -2.67760 3.00608
H -0.16536 -1.23589 3.38437
H 0.14732 -2.45849 4.65733
H -1.36528 -2.52200 3.71205
C 1.23529 4.76152 -5.01045
C 1.06227 4.08236 -3.68495
C 1.26713 4.77189 -2.49372
C 1.10008 4.16425 -1.25802
C 1.33063 4.94211 0.00999
C 0.71071 2.81823 -1.25275
As 0.49657 1.99336 0.44590
N -0.90035 1.32214 1.08335
C -2.16057 1.19220 0.50439
C -3.01754 0.28042 1.13489
C -4.27411 0.02667 0.61314
C -4.69799 0.70188 -0.52368
C -3.86687 1.63756 -1.13393
C -2.60386 1.88263 -0.63096
C 1.94132 1.97005 1.66537
C 1.76731 2.44650 2.97353
C 0.45235 2.95148 3.50124
C 2.88561 2.45649 3.79710
C 4.13215 2.01962 3.36176
C 5.32815 2.06831 4.26532
C 4.25750 1.54688 2.05550
C 3.18199 1.51780 1.18475
C 3.37520 1.01596 -0.22319
C 0.50044 2.07996 -2.42749
C 0.08681 0.63526 -2.41738
C 0.68252 2.74111 -3.62971
H 1.67176 5.75154 -4.89999
H 0.27009 4.86913 -5.50836
H 1.87443 4.17124 -5.66721
H 1.55995 5.81427 -2.52776
H 1.41053 6.00589 -0.20209
H 2.25280 4.63343 0.50804
H 0.50460 4.82031 0.71743
H -2.68055 -0.21239 2.03838
H -4.92631 -0.68404 1.10259
H -5.68389 0.51586 -0.92769
H -4.21150 2.17872 -2.00467
H -1.96990 2.62367 -1.10283
H -0.27119 2.14410 3.61134
H 0.00748 3.69463 2.83544
H 0.59170 3.42209 4.47156
H 2.78104 2.82925 4.80879
H 5.05321 2.34984 5.27925
H 6.05160 2.79651 3.89499
H 5.83155 1.10167 4.29788
H 5.22437 1.20155 1.70718
H 4.31281 0.46921 -0.30738
H 3.40806 1.83559 -0.94381
H 2.57280 0.33860 -0.53620
H 0.67350 0.05610 -1.69758
H 0.23663 0.17963 -3.39412
H -0.97074 0.51824 -2.16342
H 0.53248 2.19507 -4.55390
O -1.85187 -2.32112 -2.67690
S -1.88805 -3.69895 -2.25733
O -1.07772 -4.64187 -2.96020
N -1.51478 -3.68791 -0.63254
C -2.65200 -3.74240 0.13752
O -2.62257 -3.30564 1.28834
C -3.81646 -4.23336 -0.63046
C -5.06395 -4.59994 -0.16037
C -6.01026 -5.01603 -1.08949
C -5.71456 -5.05344 -2.44897
C -4.46358 -4.67388 -2.92785
C -3.53778 -4.26831 -1.99232
H -5.28278 -4.57572 0.89856
H -6.99121 -5.32212 -0.75279
H -6.46988 -5.38555 -3.14809
H -4.23234 -4.70237 -3.98368
*
```

Summary:
**Electronic energy**: -9344.1284 hartree
**Frontier orbital gap**: 6.79 eV

=====

Which formula does entry 5 have? C35H41AsN2O3SSe2Sn